DFT (the ωB97M-V functional and the def2-TZVPD basis) results for an isolated molecule of C4H5N3O.

## Properties
Energy above the lowest of the compared OMol25 structures with the same formula, charge and spin, kJ/mol: 333.7
Largest force on an atom, eV/Å: 7.02
Gap between HOMO and LUMO, eV: 9.90
Lowest unoccupied orbital energy, Eh: 0.017
SMILES: O=CNC1=NC=NC1

The geometry in XYZ format:
```
13
Properties=species:S:1:pos:R:3:nbo_charge:R:1
O 1.5937 -1.4990 -0.7493 -0.552
H 0.9679 -0.3468 1.9798 0.250
C -1.6951 0.8715 1.2954 0.241
C 1.3460 -0.8686 -1.7477 0.526
N -1.2559 1.1276 -0.1584 -0.526
H -2.6622 1.3232 1.7941 0.200
N 0.5459 0.2882 -1.4206 -0.662
N -0.9534 0.2018 1.9740 -0.442
H -0.0642 -1.3528 0.9158 0.251
H 0.2969 1.1043 -2.1263 0.423
C 0.1779 -0.2460 1.2406 -0.320
H 1.7635 -1.1463 -2.7283 0.176
C -0.0609 0.5427 -0.2693 0.434
```


DFT (the ωB97M-V functional and the def2-TZVPD basis) results for a cluster of 2 separate species, C4H5N3O in total.

## Properties
Energy above the lowest of the compared OMol25 structures with the same formula, charge and spin, kJ/mol: 671.1
Largest force on an atom, eV/Å: 4.89
Gap between HOMO and LUMO, eV: 10.12
Lowest unoccupied orbital energy, Eh: 0.001

The geometry in XYZ format:
```
13
Properties=species:S:1:pos:R:3:nbo_charge:R:1
H -3.3975 -1.4836 0.1281 0.208
H 0.1820 2.1929 -0.6245 0.209
H -2.3762 0.3923 -0.9589 0.145
H 1.8161 2.5005 0.3109 0.207
O 1.5283 0.5642 -0.2447 -0.477
N -1.2313 -1.4374 0.2336 -0.297
H 0.4247 1.6748 1.2706 0.203
C 0.8583 -0.5063 -0.0912 0.503
C 1.7772 -1.6825 0.1553 0.193
N 2.2850 -2.6996 -0.1174 -0.240
C -2.4102 -0.9470 -0.1183 -0.023
C 0.8872 1.7985 0.1180 -0.278
N -0.3437 -0.3670 -0.0614 -0.353
```


DFT (the ωB97M-V functional and the def2-TZVPD basis) results for a cluster of 2 separate species, C4H5N3O in total.

## Properties
Energy above the lowest of the compared OMol25 structures with the same formula, charge and spin, kJ/mol: 234.0
Largest force on an atom, eV/Å: 0.94
Gap between HOMO and LUMO, eV: 9.99
Lowest unoccupied orbital energy, Eh: 0.020
SMILES: N#CC(N)=O.C=C=N

The geometry in XYZ format:
```
13
Properties=species:S:1:pos:R:3:nbo_charge:R:1
H 1.3348 -0.1545 -1.8070 0.269
H 0.1327 -1.5710 0.5657 0.418
C -2.6108 0.1475 0.1044 0.167
C -1.4161 -0.5921 -0.3019 0.581
H -0.9872 -0.8944 1.6899 0.411
N -3.5451 0.7450 0.3831 -0.251
N -0.7638 -1.1440 0.7416 -0.773
H 1.1128 2.2384 1.1953 0.387
O -1.0958 -0.7020 -1.4626 -0.554
N 1.1628 1.2416 1.0325 -0.664
C 2.0192 0.1000 -1.0173 -0.667
C 1.6130 0.7895 -0.0030 0.430
H 3.0436 -0.2042 -1.1206 0.246
```


DFT (the ωB97M-V functional and the def2-TZVPD basis) results for an isolated molecule of C4H5N3O.

## Properties
Energy above the lowest of the compared OMol25 structures with the same formula, charge and spin, kJ/mol: 476.6
Largest force on an atom, eV/Å: 5.57
Gap between HOMO and LUMO, eV: 9.09
Lowest unoccupied orbital energy, Eh: 0.010
SMILES: N#CC(/C=C/N)=N/O

The geometry in XYZ format:
```
13
Properties=species:S:1:pos:R:3:nbo_charge:R:1
H 0.2555 3.3394 -1.5818 0.396
C -0.3637 0.6855 -0.4208 -0.401
N 0.5312 -1.2690 0.8014 -0.094
H 2.5314 -1.4281 0.7264 0.492
H 2.0626 2.8287 -1.5162 0.410
N -2.7673 -1.5601 0.9305 -0.291
H 1.6445 1.1364 -0.0488 0.216
C -0.3996 -0.4909 0.4151 0.102
C 0.7195 1.3753 -0.6776 0.094
N 1.0336 2.4265 -1.4875 -0.819
H -1.3279 0.9101 -0.8958 0.225
O 1.7622 -0.9140 0.1724 -0.587
C -1.7640 -1.0126 0.7210 0.257
```


DFT (the ωB97M-V functional and the def2-TZVPD basis) results for an isolated molecule of C4H5N3O.

## Properties
Energy above the lowest of the compared OMol25 structures with the same formula, charge and spin, kJ/mol: 683.5
Largest force on an atom, eV/Å: 6.66
Gap between HOMO and LUMO, eV: 8.27
Lowest unoccupied orbital energy, Eh: 0.001
SMILES: c1cnocn[nH]c1

The geometry in XYZ format:
```
13
Properties=species:S:1:pos:R:3:nbo_charge:R:1
C 1.2043 1.3333 -0.0658 0.066
H -0.8655 0.7902 2.1347 0.207
C 1.4274 -0.0568 -0.7288 -0.423
C -0.9750 0.1055 1.0279 0.375
H 2.1293 1.8833 0.2434 0.220
O -1.0585 0.8031 -0.1649 -0.421
N -0.4298 -1.6707 -0.1983 -0.446
H 0.9232 -1.6950 -1.6104 0.198
H 2.2749 -0.1166 -1.4137 0.234
N -0.7508 -1.1249 1.0441 -0.335
N -0.1349 1.8957 -0.0384 -0.145
H -0.7366 -2.6116 -0.3603 0.407
C 0.6686 -1.1113 -0.7878 0.062
```


DFT (the ωB97M-V functional and the def2-TZVPD basis) results for an isolated molecule of C4H5N3O.

## Properties
Energy above the lowest of the compared OMol25 structures with the same formula, charge and spin, kJ/mol: 469.2
Largest force on an atom, eV/Å: 3.31
Gap between HOMO and LUMO, eV: 9.11
Lowest unoccupied orbital energy, Eh: 0.008
SMILES: [H]/N=C/N(O)/C=C/C#N

The geometry in XYZ format:
```
13
Properties=species:S:1:pos:R:3:nbo_charge:R:1
N -1.2812 -1.7007 0.5012 -0.706
H 1.6747 -0.4543 2.6834 0.472
H -0.5689 -1.3286 2.4839 0.160
H -2.1001 -2.2564 0.7918 0.374
O 0.9967 0.2743 2.3297 -0.541
C -0.6591 -1.1309 1.4198 0.275
C 0.5532 0.4839 -0.0555 0.010
N 0.1587 1.5258 -3.3135 -0.329
H -1.3087 -0.2711 -1.0884 0.311
C -0.2661 0.2352 -1.0614 -0.380
C 0.1707 0.8750 -2.3299 0.249
H 1.5131 1.1473 -0.1978 0.252
N 0.2687 -0.0839 1.2195 -0.146
```


DFT (the ωB97M-V functional and the def2-TZVPD basis) results for a cluster of 2 separate species, C4H5N3O in total.

## Properties
Energy above the lowest of the compared OMol25 structures with the same formula, charge and spin, kJ/mol: 717.2
Largest force on an atom, eV/Å: 4.89
Gap between HOMO and LUMO (spin up / spin down), eV: 5.67 / 5.70
Lowest unoccupied orbital energy (spin up / spin down), Eh: -0.064 / -0.063

The geometry in XYZ format:
```
13
Properties=species:S:1:pos:R:3:nbo_charge:R:1
N -0.4537 -0.8832 -0.1482 -0.564
H -0.1160 -2.0753 -1.7093 0.205
H 0.7521 0.2542 -2.9226 0.231
C 0.1578 1.1354 -0.9020 0.129
C -0.3613 0.4011 0.1915 0.086
H 0.4912 2.7993 -0.0741 0.472
N -0.7984 0.4036 2.7963 0.064
C 0.2808 0.1899 -1.9665 -0.355
H -0.7712 -1.5240 0.5789 0.421
N 0.1013 0.5350 3.5590 -0.309
H -0.0284 0.8589 4.4755 0.371
C -0.0923 -1.0409 -1.4233 -0.076
O 0.6662 2.4514 -0.9212 -0.676
```


DFT (the ωB97M-V functional and the def2-TZVPD basis) results for an isolated molecule of C4H5N3O.

## Properties
Energy above the lowest of the compared OMol25 structures with the same formula, charge and spin, kJ/mol: 218.7
Largest force on an atom, eV/Å: 4.29
Gap between HOMO and LUMO, eV: 8.34
Lowest unoccupied orbital energy, Eh: -0.037
SMILES: [H]/N=C1\C(=O)NN=C1C

The geometry in XYZ format:
```
13
Properties=species:S:1:pos:R:3:nbo_charge:R:1
H -0.9589 -2.0679 1.4874 0.362
N -1.3602 1.2557 -0.5907 -0.472
C -1.7439 -0.0022 -0.0444 0.584
N -0.1434 -1.5994 1.0861 -0.509
N -0.0022 1.3939 -0.7572 -0.197
H 2.6211 0.4153 -0.9156 0.237
O -2.8869 -0.3253 0.1532 -0.526
C -0.4382 -0.5615 0.3862 0.118
H 2.2903 0.3255 0.8364 0.232
H 1.9907 -1.0791 -0.1231 0.245
C 0.5725 0.3921 -0.2048 0.168
H -1.9276 1.8834 -1.0949 0.406
C 1.9867 -0.0304 -0.2185 -0.650
```


> Look up the energy above the lowest of the compared OMol25 structures with the same formula, charge and spin of the sixth one.

469.2 kJ/mol


> Look up the largest force on an atom of the second one.

4.89 eV/Å